## one
DFT (ωB97M-V/def2-TZVPD) results for a cluster of 2 separate species, Br2FP in total.

Each line ends with the Löwdin charge.
Atoms and positions in Å:
F -0.14 -0.75 2.03  -0.50
P 0.42 0.75 1.61  0.44
Br -1.59 -0.53 -3.20  -0.01
Br 1.31 0.53 -0.43  0.08

Properties
HOMO level (spin up / spin down)	-0.413 / -0.323	hartree
HOMO-LUMO gap (spin up / spin down)	9.7 / 5.1	eV
LUMO level (spin up / spin down)	-1.5 / -3.6	eV


## two
DFT (ωB97M-V/def2-TZVPD) results for an isolated molecule of Br2FP.

Each line ends with the Löwdin charge.
Atoms and positions in Å:
F -1.54 -0.15 0.16  -0.45
P -0.10 0.48 0.55  0.11
Br 0.57 1.10 -1.48  0.18
Br 1.07 -1.42 0.78  0.16

Properties
HOMO level	-0.380	hartree
structure (SMILES)	FP(Br)Br
HOMO-LUMO gap	10.3	eV
LUMO level	0.0	eV


In order of decreasing stability: two, one.


## one
DFT (ωB97M-V/def2-TZVPD) results for an isolated molecule of C5H11ISi.

Each line ends with the Löwdin charge.
Atoms and positions in Å:
C -0.72 2.53 -0.06  -0.14
C 0.02 1.63 0.53  -0.81
I 1.20 1.88 2.30  0.79
Si 0.06 -0.21 -0.13  0.51
C -0.89 -0.52 -1.65  -0.18
C -0.70 -1.37 1.35  -0.17
C 1.90 -0.74 -0.18  -0.20
H -1.16 3.54 0.18  0.09
H -1.20 2.20 -0.93  0.01
H -1.91 -0.67 -1.45  0.02
H -0.71 0.43 -2.18  0.04
H -0.51 -1.37 -2.15  0.02
H -0.24 -2.36 1.17  0.02
H -0.35 -1.07 2.34  0.00
H -1.69 -1.59 1.55  -0.02
H 2.49 -0.07 0.44  -0.03
H 2.18 -1.69 0.14  -0.01
H 2.26 -0.56 -1.28  0.07

Properties
HOMO level	-0.338	hartree
structure (SMILES)	C=C(I)[Si](C)(C)C
HOMO-LUMO gap	9.8	eV
LUMO level	0.6	eV


## two
DFT (ωB97M-V/def2-TZVPD) results for a cluster of 2 separate species, C5H11ISi in total.

Each line ends with the Löwdin charge.
Atoms and positions in Å:
C -2.71 -1.38 0.82  -0.10
C -3.26 -0.27 0.42  -0.88
C -2.50 0.96 0.05  -0.19
C 3.84 -0.90 -0.36  -0.37
C 1.78 1.05 -0.22  -0.31
Si 2.00 -0.96 0.14  0.73
I -5.28 -0.27 -0.13  0.82
H -3.22 -2.24 0.98  0.00
H -1.56 -1.55 0.64  0.09
H -3.15 1.87 -0.10  0.07
H -1.86 0.66 -0.78  0.08
H -1.81 1.18 0.89  0.08
H 3.72 -0.33 -1.22  -0.03
H 4.30 -0.20 0.43  0.05
H 4.36 -1.82 -0.56  0.00
H 0.81 1.53 -0.07  -0.02
H 2.54 1.58 0.34  0.00
H 1.99 1.07 -1.25  -0.03

Properties
HOMO level	-0.304	hartree
HOMO-LUMO gap	7.8	eV
LUMO level	-0.5	eV


In order of decreasing stability: one, two.


## one
DFT (ωB97M-V/def2-TZVPD) results for a structure of composition C37H38N4P2S3Sn.

Each line ends with the Löwdin charge.
Atoms and positions in Å:
Sn 0.43 -0.46 -0.18  0.90
C -2.07 -0.25 3.34  -0.21
C -1.16 -1.43 3.71  -0.21
N 0.19 -1.34 3.15  -0.11
C 1.17 -0.52 3.84  -0.29
C 0.93 0.99 3.77  -0.45
S 0.71 1.76 2.12  0.81
C -0.98 2.43 2.28  -0.44
C -2.13 1.59 1.73  -0.28
N -1.95 0.16 1.94  -0.10
H -3.10 -0.53 3.59  0.12
H -1.83 0.60 3.97  0.09
H -1.15 -1.52 4.80  0.11
H -1.60 -2.35 3.31  0.11
H 0.57 -2.27 3.03  0.10
H 1.23 -0.76 4.92  0.11
H 2.14 -0.75 3.40  0.11
H 0.07 1.28 4.37  0.06
H 1.80 1.47 4.21  0.07
H -1.11 2.67 3.34  0.07
H -0.96 3.38 1.75  0.05
H -3.06 1.98 2.17  0.13
H -2.20 1.74 0.66  0.05
H -2.58 -0.34 1.34  0.06
S -2.75 -0.39 -1.56  0.28
P -1.68 1.21 -2.08  0.37
C -0.02 1.16 -1.66  -0.78
P 1.37 1.03 -2.63  0.42
S 2.56 -0.39 -1.82  0.22
C 2.28 2.63 -2.66  -0.32
C 1.55 3.82 -2.72  -0.11
C 2.18 5.05 -2.71  -0.08
C 3.57 5.11 -2.62  -0.09
C 4.31 3.94 -2.56  -0.08
C 3.67 2.70 -2.58  -0.09
C 1.23 0.67 -4.42  -0.32
C 1.34 -0.64 -4.88  -0.12
C 1.22 -0.93 -6.23  -0.08
C 0.98 0.10 -7.14  -0.08
C 0.89 1.41 -6.70  -0.08
C 1.02 1.69 -5.34  -0.08
C -1.94 1.60 -3.85  -0.33
C -2.29 0.59 -4.74  -0.10
C -2.53 0.87 -6.08  -0.08
C -2.44 2.18 -6.53  -0.09
C -2.10 3.20 -5.65  -0.08
C -1.85 2.91 -4.32  -0.09
C -2.43 2.69 -1.28  -0.38
C -1.63 3.70 -0.76  -0.13
C -2.19 4.82 -0.15  -0.09
C -3.57 4.93 -0.05  -0.08
C -4.38 3.92 -0.56  -0.07
C -3.82 2.81 -1.18  -0.10
H 0.47 3.77 -2.78  0.07
H 1.60 5.96 -2.76  0.10
H 4.07 6.07 -2.59  0.10
H 5.39 3.98 -2.49  0.10
H 4.25 1.79 -2.53  0.08
H 1.58 -1.43 -4.18  0.06
H 1.32 -1.95 -6.58  0.10
H 0.89 -0.13 -8.20  0.10
H 0.72 2.21 -7.40  0.11
H 0.96 2.72 -5.01  0.10
H -2.40 -0.43 -4.36  0.07
H -2.80 0.08 -6.76  0.11
H -2.64 2.41 -7.57  0.10
H -2.04 4.23 -6.00  0.11
H -1.62 3.71 -3.63  0.10
H -0.55 3.58 -0.80  0.09
H -1.55 5.60 0.25  0.11
H -4.01 5.79 0.43  0.10
H -5.46 4.00 -0.48  0.10
H -4.45 2.02 -1.56  0.09
N -2.53 -6.87 -4.02  0.17
C -2.06 -5.95 -3.51  -0.16
C -1.47 -4.79 -2.87  -0.21
C -1.32 -3.60 -3.57  0.01
C -0.74 -2.53 -2.91  -0.18
N -0.32 -2.60 -1.65  -0.04
C -0.47 -3.74 -0.99  -0.13
C -1.04 -4.87 -1.55  0.00
H -1.66 -3.51 -4.59  0.13
H -0.62 -1.57 -3.41  0.07
H -0.13 -3.75 0.04  0.10
H -1.15 -5.79 -0.99  0.12

Properties
HOMO level	-0.270	hartree
HOMO-LUMO gap	7.2	eV
LUMO level	-0.2	eV


## two
DFT (ωB97M-V/def2-TZVPD) results for a structure of composition C37H38N4P2S3Sn.

Each line ends with the Löwdin charge.
Atoms and positions in Å:
Sn 0.56 1.50 -1.31  0.97
C -2.54 2.81 -0.42  -0.17
C -1.58 2.95 0.77  -0.19
N -0.20 3.22 0.35  -0.19
C 0.17 4.62 0.17  -0.27
C -0.54 5.36 -0.96  -0.46
S -0.29 4.69 -2.63  0.84
C -1.94 4.10 -3.08  -0.48
C -2.24 2.62 -2.88  -0.28
N -1.92 2.10 -1.54  -0.16
H -3.44 2.29 -0.08  0.12
H -2.86 3.80 -0.76  0.09
H -1.96 3.71 1.46  0.13
H -1.55 2.00 1.30  0.09
H 0.44 2.83 1.04  -0.01
H -0.01 5.19 1.09  0.12
H 1.25 4.63 -0.02  0.12
H -1.61 5.45 -0.77  0.07
H -0.15 6.38 -0.97  0.07
H -2.68 4.74 -2.59  0.07
H -2.04 4.31 -4.15  0.07
H -3.30 2.46 -3.12  0.13
H -1.65 2.03 -3.58  0.09
H -2.20 1.13 -1.54  0.02
S -0.93 -0.89 -2.60  0.25
P -0.99 -1.17 -0.61  0.39
C 0.05 -0.05 0.14  -0.80
P 1.16 -0.09 1.42  0.40
S 2.41 1.47 1.23  0.26
C 0.34 -0.05 3.06  -0.34
C -0.52 -1.09 3.41  -0.12
C -1.22 -1.05 4.61  -0.08
C -1.07 0.03 5.46  -0.09
C -0.22 1.07 5.12  -0.08
C 0.49 1.03 3.92  -0.10
C 2.17 -1.61 1.48  -0.32
C 2.33 -2.41 2.60  -0.07
C 3.17 -3.51 2.56  -0.08
C 3.87 -3.81 1.40  -0.09
C 3.72 -3.01 0.27  -0.08
C 2.86 -1.92 0.31  -0.12
C -2.73 -0.92 -0.08  -0.36
C -3.79 -1.32 -0.89  -0.10
C -5.10 -1.13 -0.47  -0.08
C -5.36 -0.55 0.76  -0.09
C -4.31 -0.16 1.58  -0.08
C -3.00 -0.34 1.15  -0.11
C -0.68 -2.90 -0.16  -0.32
C -1.42 -3.56 0.81  -0.09
C -1.09 -4.85 1.19  -0.08
C -0.01 -5.49 0.59  -0.08
C 0.72 -4.84 -0.40  -0.08
C 0.38 -3.55 -0.77  -0.10
H -0.64 -1.94 2.75  0.09
H -1.88 -1.87 4.87  0.11
H -1.62 0.07 6.40  0.10
H -0.09 1.92 5.78  0.10
H 1.17 1.83 3.65  0.06
H 1.82 -2.17 3.52  0.10
H 3.29 -4.14 3.43  0.10
H 4.53 -4.67 1.37  0.10
H 4.26 -3.24 -0.64  0.11
H 2.72 -1.31 -0.57  0.07
H -3.58 -1.76 -1.86  0.08
H -5.92 -1.44 -1.11  0.10
H -6.39 -0.40 1.09  0.10
H -4.51 0.30 2.54  0.11
H -2.18 -0.02 1.78  0.08
H -2.27 -3.07 1.28  0.10
H -1.67 -5.36 1.95  0.10
H 0.25 -6.50 0.88  0.10
H 1.56 -5.34 -0.87  0.11
H 0.94 -3.05 -1.55  0.09
N 6.44 1.17 -6.47  0.16
C 5.72 0.89 -5.63  -0.17
C 4.80 0.53 -4.58  -0.22
C 5.17 0.70 -3.25  0.00
C 4.25 0.35 -2.27  -0.13
N 3.05 -0.15 -2.55  0.03
C 2.71 -0.31 -3.83  -0.14
C 3.55 0.01 -4.88  0.00
H 6.13 1.11 -2.98  0.12
H 4.48 0.47 -1.22  0.10
H 1.71 -0.70 -4.00  0.07
H 3.24 -0.13 -5.90  0.12

Properties
HOMO level	-0.269	hartree
HOMO-LUMO gap	7.4	eV
LUMO level	0.0	eV


In order of decreasing stability: two, one.


## one
DFT (ωB97M-V/def2-TZVPD) results for an isolated molecule of C6H10O3.

Each line ends with the Löwdin charge.
Atoms and positions in Å:
O -0.95 -1.42 -1.64  -0.07
C -1.13 -0.74 -0.39  -0.18
C 0.28 -0.56 0.12  -0.29
C 0.50 -1.56 1.30  0.07
C 0.35 -0.06 1.54  -0.25
O -0.45 1.12 1.53  -0.07
C 0.17 1.77 0.38  -0.09
C 0.92 0.66 -0.47  -0.31
O 0.62 0.81 -1.81  -0.01
H -1.85 -1.60 -2.02  0.12
H -1.64 0.20 -0.52  0.12
H -1.84 -1.32 0.22  0.13
H 1.49 -1.83 1.62  0.10
H -0.29 -2.27 1.39  0.10
H 1.39 0.20 1.82  0.15
H 0.88 2.52 0.73  0.12
H -0.57 2.29 -0.21  0.12
H 2.02 0.65 -0.28  0.17
H 0.16 0.04 -2.19  0.08

Properties
HOMO level	-0.326	hartree
structure (SMILES)	OC[C@]12C[C@@H]1OC[C@@H]2O
HOMO-LUMO gap	9.5	eV
LUMO level	0.7	eV


## two
DFT (ωB97M-V/def2-TZVPD) results for a cluster of 3 separate species, C6H10O3 in total.

Each line ends with the Löwdin charge.
Atoms and positions in Å:
O -0.70 -1.60 -1.33  0.05
C 0.10 -1.19 -0.31  -0.30
C 1.51 -1.10 -0.59  -0.02
C 2.31 -0.66 0.43  -0.09
C 1.80 -0.37 1.73  -0.10
C 0.43 -0.33 2.00  -0.10
C -0.34 -0.82 0.96  -0.07
H -1.54 -1.20 -1.27  0.06
H 1.94 -1.34 -1.56  0.12
H 3.41 -0.36 0.37  0.12
H 2.21 0.20 2.48  0.06
H -0.09 0.09 2.83  0.10
H -1.40 -0.58 1.19  0.11
O -1.65 0.79 -2.20  -0.07
H -1.32 0.91 -3.12  0.07
H -1.49 1.54 -1.65  -0.05
O -1.83 2.22 -0.25  0.04
H -2.37 1.64 0.21  0.04
H -1.00 2.15 0.08  0.01

Properties
HOMO level	-0.313	hartree
structure (SMILES)	Oc1ccccc1.O.O
HOMO-LUMO gap	9.1	eV
LUMO level	0.6	eV


In order of decreasing stability: two, one.


## one
DFT (ωB97M-V/def2-TZVPD) results for a cluster of 6 separate species, H11O6 in total.

Each line ends with the Löwdin charge.
Atoms and positions in Å:
O 1.50 0.07 0.12  -0.40
H 1.64 0.94 0.49  -0.06
O 0.79 0.48 -2.29  -0.17
H 0.75 -0.48 -2.49  0.03
H 1.24 0.41 -1.36  -0.02
O 1.32 -1.96 1.83  -0.12
H 0.81 -2.47 1.22  0.00
H 1.40 -1.10 1.34  -0.04
O -1.98 -0.24 -0.22  -0.08
H -1.65 -0.25 -1.13  0.01
H -1.10 -0.06 0.15  0.01
O -1.11 -0.73 3.55  -0.08
H -1.10 -0.89 2.60  0.01
H -0.29 -1.17 3.81  0.02
O -1.11 2.49 -2.49  -0.09
H -0.49 1.79 -2.20  -0.02
H -0.61 3.17 -2.93  0.00

Properties
HOMO level	-0.188	hartree
charge	-1
HOMO-LUMO gap	9.0	eV
LUMO level	3.9	eV


## two
DFT (ωB97M-V/def2-TZVPD) results for a cluster of 6 separate species, H11O6 in total.

Each line ends with the Löwdin charge.
Atoms and positions in Å:
O -0.58 1.17 0.67  -0.37
H -0.65 1.81 1.39  -0.03
O 0.11 2.64 -1.64  -0.12
H 0.39 1.73 -1.85  -0.02
H -0.25 2.50 -0.75  -0.01
O 1.38 0.06 1.95  -0.14
H 1.09 -0.04 2.85  0.02
H 0.59 0.49 1.44  -0.02
O -1.78 -0.96 0.11  -0.16
H -1.41 -0.05 0.39  -0.04
H -1.21 -1.65 0.46  -0.02
O 0.88 -2.54 1.00  -0.09
H 1.42 -2.76 0.24  0.03
H 1.05 -1.58 1.13  0.00
O -0.01 -0.39 -2.30  -0.08
H -0.87 -0.07 -2.58  0.04
H -0.10 -0.49 -1.33  0.01

Properties
HOMO level	-0.200	hartree
charge	-1
HOMO-LUMO gap	9.4	eV
LUMO level	3.9	eV


In order of decreasing stability: two, one.


## one
DFT (ωB97M-V/def2-TZVPD) results for an isolated molecule of F2HOPS.

Each line ends with the Löwdin charge.
Atoms and positions in Å:
O 0.50 0.53 0.18  -0.07
P 1.75 -0.33 0.01  0.26
F 1.42 -1.26 -1.23  -0.16
F 1.46 -1.42 1.04  -0.11
S 3.80 0.55 0.00  0.06
H 0.64 1.18 -0.41  0.02

Properties
HOMO level	-0.350	hartree
structure (SMILES)	OP(F)(F)=S
HOMO-LUMO gap	9.4	eV
LUMO level	-0.1	eV


## two
DFT (ωB97M-V/def2-TZVPD) results for an isolated molecule of F2HOPS.

Each line ends with the Löwdin charge.
Atoms and positions in Å:
O -0.33 -0.64 0.27  -0.18
P -1.96 0.18 0.03  0.34
F -1.68 1.16 -1.26  -0.22
F -1.81 1.28 1.16  -0.18
S -3.66 -0.82 -0.06  0.28
H 0.34 -0.23 -0.18  -0.03

Properties
HOMO level	-0.386	hartree
structure (SMILES)	OP(F)(F)=S
HOMO-LUMO gap	10.3	eV
LUMO level	-0.2	eV


In order of decreasing stability: two, one.


## one
DFT (ωB97M-V/def2-TZVPD) results for a cluster of 6 separate species, H12O5S2 in total.

Each line ends with the Löwdin charge.
Atoms and positions in Å:
S 0.36 -4.76 -0.43  0.27
S -1.71 -4.93 0.21  0.28
H 0.51 -6.03 -0.36  -0.27
H -2.21 -4.10 -0.61  -0.28
O 0.77 3.22 1.85  -0.09
H -0.16 3.32 1.55  0.04
H 0.45 2.83 2.70  0.05
O 4.77 2.02 -4.43  -0.11
H 4.22 1.85 -3.63  0.04
H 5.46 1.42 -4.01  0.06
O -3.25 0.86 3.11  -0.07
H -4.04 1.39 2.98  0.02
H -3.14 0.65 4.09  0.08
O 0.44 0.48 -2.61  -0.09
H 0.41 -0.15 -1.89  0.01
H -0.40 0.96 -2.33  0.07
O -0.92 0.51 0.94  -0.01
H -1.46 0.01 1.51  -0.01
H -0.10 0.47 1.35  -0.01

Properties
HOMO level	-0.336	hartree
structure (SMILES)	SS.O.O.O.O.O
HOMO-LUMO gap	9.0	eV
LUMO level	-0.2	eV


## two
DFT (ωB97M-V/def2-TZVPD) results for a cluster of 6 separate species, H12O5S2 in total.

Each line ends with the Löwdin charge.
Atoms and positions in Å:
S -3.03 -1.00 -0.17  0.27
S -3.84 0.71 0.87  0.25
H -1.81 -0.82 0.36  -0.25
H -2.81 0.82 1.70  -0.22
O 0.64 -2.70 -0.09  -0.07
H -0.10 -2.59 0.52  0.03
H 0.33 -2.27 -0.93  0.03
O 2.51 -0.67 0.34  -0.05
H 2.98 -0.47 -0.46  0.04
H 2.32 -1.60 0.40  0.02
O 0.07 -0.38 -1.92  -0.08
H -0.40 0.31 -1.41  0.00
H 0.75 0.16 -2.34  0.04
O 1.04 1.37 1.59  -0.08
H 1.16 0.78 0.81  0.01
H 1.05 0.75 2.34  0.05
O -0.28 2.30 -0.76  -0.05
H 0.14 2.17 0.11  0.01
H -0.71 3.11 -0.96  0.04

Properties
HOMO level	-0.323	hartree
structure (SMILES)	SS.O.O.O.O.O
HOMO-LUMO gap	8.8	eV
LUMO level	0.0	eV


## three
DFT (ωB97M-V/def2-TZVPD) results for a cluster of 6 separate species, H12O5S2 in total.

Each line ends with the Löwdin charge.
Atoms and positions in Å:
S -3.86 0.53 0.69  0.24
S -4.45 2.43 1.05  0.21
H -4.32 0.80 -0.54  -0.21
H -4.65 2.10 2.35  -0.19
O -0.20 -2.32 -3.95  -0.11
H 0.68 -2.61 -3.54  0.07
H -0.53 -1.84 -3.14  0.04
O 2.67 1.00 1.57  -0.08
H 3.32 0.71 2.20  -0.02
H 2.32 1.82 1.99  0.05
O -2.67 1.07 -2.53  -0.07
H -1.75 1.33 -2.72  0.05
H -2.98 1.64 -1.84  -0.03
O 0.07 -3.25 0.39  -0.06
H -0.72 -3.66 0.74  0.02
H -0.07 -3.06 -0.56  0.04
O 5.44 0.75 2.49  -0.11
H 5.74 1.60 2.03  0.09
H 5.96 0.96 3.32  0.06

Properties
HOMO level	-0.317	hartree
structure (SMILES)	SS.O.O.O.O.O
HOMO-LUMO gap	8.9	eV
LUMO level	0.2	eV


In order of decreasing stability: two, three, one.


## one
DFT (ωB97M-V/def2-TZVPD) results for a cluster of 3 separate species, CH3NO3 in total.

Each line ends with the Löwdin charge.
Atoms and positions in Å:
C -3.43 -1.53 -0.08  0.13
N -4.37 1.45 -0.05  -0.39
O -4.68 1.46 1.20  -0.26
O -5.25 1.45 -0.97  -0.26
O 13.39 0.02 0.15  -0.67
H -4.12 -1.24 -0.89  -0.12
H -4.21 -2.16 0.41  -0.10
H 12.68 0.55 0.23  -0.33

Properties
HOMO level	-0.034	hartree
charge	-2
HOMO-LUMO gap	4.6	eV
LUMO level	3.7	eV


## two
DFT (ωB97M-V/def2-TZVPD) results for a cluster of 2 separate species, CH3NO3 in total.

Each line ends with the Löwdin charge.
Atoms and positions in Å:
C -5.36 0.50 -0.31  -0.13
N -5.93 -0.80 0.06  -0.57
O -6.68 -0.89 1.06  -0.14
O -5.86 -1.67 -0.85  -0.16
O 11.28 -1.23 -0.06  -0.74
H -5.32 1.33 0.55  0.01
H -4.38 0.59 -0.89  -0.01
H 11.38 -1.02 0.87  -0.26

Properties
HOMO level	-0.033	hartree
charge	-2
HOMO-LUMO gap	6.7	eV
LUMO level	5.8	eV


In order of decreasing stability: two, one.